(1)
DFT (wB97M-V/def2-TZVPD) results for a molecular structure, C24H26N4O2PdSSi at a distorted geometry.

CARTESIAN COORDINATES (ANGSTROEM)
1 Pd 0.1725 0.0598 0.2224
2 C -2.6438 -2.2552 -0.6992
3 C -1.3439 -2.4299 -1.4237
4 C -1.0718 -3.4878 -2.2737
5 C 0.1599 -3.5234 -2.9329
6 C 1.0940 -2.5419 -2.7126
7 C 0.7847 -1.5130 -1.7933
8 N -0.4467 -1.4732 -1.2271
9 N 1.5809 -0.5656 -1.3230
10 Si 2.7076 0.5694 -1.9263
11 C 4.3789 0.4353 -1.0180
12 C 1.8566 2.2364 -1.4742
13 C 3.0047 0.3997 -3.8119
14 H -3.2822 -3.1271 -0.8140
15 H -3.1642 -1.3783 -1.0887
16 H -2.4441 -2.0745 0.3609
17 H -1.8045 -4.2621 -2.4290
18 H 0.3725 -4.3376 -3.6108
19 H 2.0603 -2.5591 -3.1881
20 H 4.2244 0.4988 0.0538
21 H 5.0521 1.2351 -1.3091
22 H 4.8772 -0.5049 -1.2288
23 H 1.3414 2.0929 -0.5063
24 H 1.1154 2.5283 -2.2153
25 H 2.5532 3.0604 -1.3586
26 H 3.5896 -0.4905 -4.0193
27 H 3.5517 1.2472 -4.2106
28 H 2.0708 0.3143 -4.3576
29 O 1.7290 0.3360 1.9662
30 S 0.5675 0.0201 2.7948
31 O 0.6961 0.3225 4.1942
32 N -0.7404 0.6190 2.0848
33 C -1.1168 1.9207 2.1740
34 C -1.1864 2.6422 3.3573
35 C -1.6592 3.9541 3.3589
36 C -2.0450 4.5820 2.1989
37 C -1.9604 3.9028 0.9697
38 C -2.2702 4.4887 -0.2761
39 C -2.1569 3.7430 -1.4194
40 C -1.7114 2.4145 -1.3332
41 N -1.3808 1.8490 -0.1959
42 C -1.5058 2.5562 0.9524
43 C 0.1661 -1.7215 2.5837
44 C -0.8054 -2.2464 3.4153
45 C -1.2794 -3.5308 3.1892
46 C -0.7779 -4.2705 2.1299
47 C 0.2149 -3.7501 1.3152
48 C 0.6996 -2.4653 1.5386
49 H -0.8557 2.1700 4.2684
50 H -1.7154 4.4809 4.2987
51 H -2.4016 5.6015 2.2111
52 H -2.5934 5.5207 -0.3078
53 H -2.4073 4.1610 -2.3824
54 H -1.6283 1.8026 -2.2233
55 H -1.1686 -1.6304 4.2239
56 H -2.0419 -3.9463 3.8300
57 H -1.1572 -5.2640 1.9401
58 H 0.6141 -4.3394 0.5040
59 H 1.5325 -2.0754 0.9524

Properties
Charge: 0
LUMO (spin up / spin down): -1.00 / -0.87 eV
HOMO energy (spin up / spin down): -7.88 / -7.82 eV

(2)
DFT (wB97M-V/def2-TZVPD) results for a molecular structure, C24H26N4SiSn at a distorted geometry.

CARTESIAN COORDINATES (ANGSTROEM)
1 C -5.0325 0.3957 0.5433
2 C -4.6870 -0.7799 1.2448
3 C -3.4768 -0.5534 1.9471
4 H -5.2564 -1.7100 1.2594
5 C -3.0546 0.8178 1.6921
6 C -4.0638 1.3894 0.8258
7 H -4.1685 2.4501 0.6104
8 H -5.9550 0.5452 -0.0198
9 H -2.9781 -1.2165 2.6508
10 H -2.2521 1.3694 2.1940
11 Sn -2.0524 -0.0050 -0.3275
12 C 2.8500 0.9602 -0.5270
13 H 2.6750 1.8483 0.0973
14 H 3.8777 0.7632 -0.5023
15 H 2.5941 1.3270 -1.5252
16 Si 1.6282 -0.5444 0.0066
17 C 2.2238 -2.0900 -0.9421
18 C 1.5459 -3.2822 -0.5583
19 H 0.7682 -3.3112 0.2210
20 C 1.8079 -4.5308 -1.1489
21 H 1.2185 -5.4063 -0.8539
22 C 2.7369 -4.6696 -2.1820
23 H 2.9092 -5.6424 -2.6570
24 C 3.4619 -3.5344 -2.5212
25 H 4.1831 -3.6430 -3.3233
26 C 3.2070 -2.2814 -1.9389
27 H 3.8111 -1.4495 -2.2798
28 C 2.4255 -1.0095 1.6995
29 C 3.3069 -2.0626 2.0266
30 H 3.6708 -2.7628 1.2801
31 C 3.7276 -2.2975 3.3466
32 H 4.2936 -3.1802 3.6007
33 C 3.3907 -1.4676 4.4037
34 H 3.6686 -1.6777 5.4442
35 C 2.7095 -0.3159 4.0392
36 H 2.4305 0.3604 4.8314
37 C 2.2416 -0.0835 2.7411
38 H 1.7287 0.8623 2.5741
39 H 5.2413 -0.3587 -0.5908
40 H 5.5285 0.3370 -0.5449
41 N -3.8974 3.1265 -2.9540
42 C -4.8948 2.2708 -3.3973
43 C -4.5976 1.0426 -2.8730
44 N -3.4830 1.1250 -2.0557
45 C -3.1086 2.4145 -2.0910
46 C -1.9990 2.9303 -1.3260
47 N -1.3549 2.1837 -0.4100
48 C -0.5397 3.0448 0.3128
49 C -0.6421 4.3105 -0.1961
50 N -1.6524 4.2399 -1.1637
51 H -3.8182 4.1221 -3.1678
52 H -5.6849 2.5868 -4.0588
53 H -5.1517 0.1158 -2.9155
54 H 0.1758 2.6586 1.0322
55 H -0.2189 5.2506 0.1520
56 H -2.0174 5.0176 -1.7249

Properties
Charge: +2
LUMO (spin up / spin down): -9.20 / -9.19 eV
HOMO energy (spin up / spin down): -13.31 / -13.31 eV

(3)
DFT (wB97M-V/def2-TZVPD) results for a molecular structure, C24H26N5O4ReSSi at a distorted geometry.

CARTESIAN COORDINATES (ANGSTROEM)
1 Re 0.1229 0.3483 0.1948
2 S -3.8381 1.1582 0.7909
3 C -3.5377 2.3583 -0.4475
4 C -2.2499 2.3890 -0.9436
5 C -1.4118 1.3273 -0.4970
6 C -2.1906 0.2278 0.1543
7 C -1.5701 -1.9198 -0.8394
8 C -1.7126 -3.1863 -1.3470
9 C -0.5978 -4.0297 -1.5766
10 C 0.6524 -3.5446 -1.3590
11 C 0.7278 -2.1782 -1.0057
12 N -0.3164 -1.4038 -0.7808
13 H -4.2958 3.1055 -0.5753
14 H -1.9064 3.1984 -1.5757
15 H -2.6625 -3.5485 -1.6411
16 H -0.8123 -5.0408 -1.9385
17 H 1.6058 -4.0859 -1.3957
18 H 1.6851 -1.7035 -0.9111
19 C -3.5269 -0.8280 -1.7866
20 C -2.7686 -1.0570 -0.4807
21 N -1.3427 -0.2281 1.2412
22 C -1.7849 -1.1460 2.1446
23 C -3.0716 -1.6673 1.8746
24 N -3.4858 -1.7520 0.5548
25 C -3.9856 -2.3171 2.9027
26 O -3.7375 -2.0578 4.1858
27 O -4.9514 -2.9946 2.5256
28 C -0.7776 -1.7646 3.2764
29 O -1.0849 -1.2697 4.3724
30 O 0.1022 -2.5218 2.7918
31 H -2.8198 -0.6124 -2.6124
32 H -4.2053 0.0367 -1.7124
33 H -4.0925 -1.6920 -2.1137
34 H -4.2404 -2.3849 0.4177
35 H -2.8297 -1.7115 4.3498
36 C 2.0818 -0.1855 3.7477
37 C 2.3393 0.8693 2.7221
38 C 3.4407 1.6382 2.9746
39 C 4.0168 2.5177 2.0189
40 C 3.4112 2.6829 0.7733
41 C 2.3660 1.7483 0.5155
42 N 1.7861 0.9939 1.4878
43 N 1.7182 1.5341 -0.7126
44 Si 2.2531 1.7946 -2.3572
45 C 1.7392 3.5702 -2.7502
46 C 1.3460 0.5608 -3.4783
47 C 4.1388 1.4842 -2.4670
48 H 1.6655 0.2181 4.7079
49 H 3.0724 -0.6723 4.0146
50 H 1.4264 -0.9857 3.4030
51 H 3.8430 1.6158 4.0164
52 H 4.9716 3.0384 2.1929
53 H 3.7874 3.2913 -0.0405
54 H 0.6285 3.6934 -2.5202
55 H 1.7904 3.8047 -3.8239
56 H 2.2965 4.2730 -2.1351
57 H 0.2821 0.8596 -3.6408
58 H 1.2737 -0.4287 -2.9527
59 H 1.8283 0.2855 -4.4266
60 H 4.3787 1.8043 -3.4758
61 H 4.3321 0.4165 -2.3191
62 H 4.6975 2.0741 -1.7124

Properties
Charge: +1
LUMO (spin up / spin down): -4.39 / -5.44 eV
2S+1: 4
Expectation value of S²: 3.915
HOMO energy (spin up / spin down): -10.89 / -11.15 eV

Calculated total energy in order - -57558.5384; -44960.4331; -61784.6491 eV
Calculated relative energy (zero: lowest compared OMol25 entry of this formula, charge and spin) in order - 28.0; 41.8; 145.0 kcal/mol